1.
{
  "formula": "C56H39Cl4IIrN7",
  "method": "the ωB97M-V functional and the def2-TZVPD basis",
  "lumo_energy_ev": [-1.59, -1.59],
  "multiplicity": 1,
  "gap_ha": [0.201, 0.201],
  "elements": ["Ir", "Cl", "C", "C", "C", "C", "C", "C", "C", "C", "C", "C", "C", "C", "C", "C", "C", "C", "Cl", "C", "C", "C", "N", "C", "C", "C", "C", "C", "C", "Cl", "C", "C", "C", "C", "C", "C", "N", "C", "C", "C", "C", "C", "N", "C", "C", "C", "C", "Cl", "C", "C", "C", "C", "N", "H", "H", "H", "H", "H", "H", "H", "H", "H", "H", "H", "H", "H", "H", "H", "H", "H", "H", "H", "H", "H", "H", "H", "H", "I", "C", "C", "N", "N", "C", "H", "H", "H", "C", "N", "C", "C", "C", "C", "C", "C", "C", "C", "H", "H", "H", "H", "H", "H", "H", "H", "H", "H", "H", "H"],
  "coordinates": [[0.11427, 0.27390, 0.10023], [-6.54870, -4.15824, 4.29007], [-5.19357, -3.69746, 3.31126], [-5.38336, -2.90992, 2.19418], [-4.29169, -2.52722, 1.42891], [-2.98279, -2.92279, 1.73681], [-2.83498, -3.69320, 2.90144], [-3.91712, -4.08253, 3.67272], [-1.84407, -2.37557, 0.94188], [-2.14984, -1.69338, -0.25280], [-3.17052, -2.07890, -1.20845], [-3.19958, -1.13009, -2.16512], [-2.23878, -0.11896, -1.78059], [-2.11923, 1.14655, -2.33033], [-3.08078, 1.53505, -3.40998], [-2.63667, 1.75948, -4.71004], [-3.52545, 2.12134, -5.71360], [-4.86661, 2.27175, -5.40678], [-5.98442, 2.73292, -6.65590], [-5.33343, 2.05835, -4.11944], [-4.43683, 1.68612, -3.12801], [-1.26115, 2.14526, -1.85114], [-0.27796, 1.96875, -0.93085], [0.31065, 3.17943, -0.70631], [1.45370, 3.38393, 0.07714], [2.02872, 4.76566, 0.08865], [1.40774, 5.79987, 0.78079], [1.93657, 7.08387, 0.77553], [3.09888, 7.33289, 0.06444], [3.75989, 8.94017, 0.03809], [3.73982, 6.31876, -0.62793], [3.20129, 5.04011, -0.61018], [2.13874, 2.39979, 0.78944], [3.34577, 2.61808, 1.56263], [3.67795, 1.43876, 2.11705], [2.67666, 0.47151, 1.70233], [1.76575, 1.09565, 0.91226], [2.61102, -0.86378, 2.11663], [1.54055, -1.71893, 1.87317], [1.42868, -3.08027, 2.34196], [0.17129, -3.48838, 2.08033], [-0.50789, -2.40177, 1.40529], [0.38047, -1.38173, 1.23451], [3.70748, -1.36245, 3.00376], [3.43458, -1.81540, 4.29406], [4.45512, -2.19877, 5.15300], [5.76784, -2.13049, 4.71865], [7.05370, -2.57753, 5.79735], [6.06724, -1.70911, 3.43436], [5.03685, -1.32844, 2.58744], [-0.35468, 4.17854, -1.51488], [-1.31249, 3.53974, -2.22387], [-1.57875, -0.53842, -0.65384], [-6.37888, -2.57212, 1.93599], [-4.46516, -1.86554, 0.59146], [-1.85817, -3.97865, 3.24061], [-3.76665, -4.67350, 4.56899], [-3.74679, -2.99238, -1.16340], [-3.82010, -1.10436, -3.04968], [-1.58266, 1.63653, -4.93807], [-3.18261, 2.28216, -6.72781], [-6.38512, 2.18466, -3.89871], [-4.78977, 1.51366, -2.11726], [0.50202, 5.59924, 1.34417], [1.45531, 7.88543, 1.32173], [4.64809, 6.53081, -1.17786], [3.69533, 4.24059, -1.15171], [3.86813, 3.55809, 1.66231], [4.51120, 1.24692, 2.77536], [2.22243, -3.66419, 2.78338], [-0.22360, -4.47658, 2.24645], [2.40758, -1.84252, 4.64184], [4.23390, -2.53918, 6.15690], [7.09658, -1.68019, 3.10074], [5.26686, -1.01656, 1.57404], [-0.10219, 5.22755, -1.54487], [-2.00862, 3.96786, -2.93120], [-4.37158, 0.73183, 4.53892], [-2.92481, 1.26385, 3.17565], [-2.76220, 2.47751, 2.55094], [-1.71064, 2.33809, 1.72157], [-1.18286, 1.10898, 1.77345], [-1.91245, 0.44220, 2.65677], [-3.31218, 3.40132, 2.63994], [-1.31090, 3.01120, 1.08591], [-1.68967, -0.58752, 2.89103], [-0.49207, -4.36651, -2.85545], [0.74452, -4.09426, -2.16009], [1.25179, -5.24053, -1.43590], [0.70186, -2.86065, -1.38884], [1.37702, -1.65862, -2.03589], [2.14419, -1.87730, -3.17945], [2.85258, -0.85590, -3.79465], [2.81093, 0.40989, -3.23807], [2.04075, 0.63449, -2.10306], [1.28240, -0.36687, -1.48031], [-0.34998, -5.17750, -3.57156], [-0.81108, -3.47714, -3.40385], [-1.31216, -4.65857, -2.16982], [1.44045, -6.06364, -2.12865], [0.55164, -5.60889, -0.65951], [2.19455, -4.98478, -0.94883], [1.17780, -3.03812, -0.42234], [-0.33680, -2.60232, -1.18267], [2.18053, -2.88375, -3.57622], [3.44095, -1.05304, -4.68465], [3.37058, 1.22829, -3.68062], [2.03984, 1.63805, -1.70349]],
  "forces_ev_per_a": [[-0.044, 0.084, 0.183], [-0.018, -0.011, 0.011], [-0.028, 0.021, 0.001], [-0.006, 0.085, -0.155], [-0.161, 0.120, 0.046], [0.112, -0.348, -0.129], [-0.014, 0.049, -0.114], [0.173, -0.076, 0.095], [0.127, -0.240, -0.003], [-0.605, 0.282, 0.388], [-0.008, -0.117, 0.077], [-0.002, 0.150, -0.104], [0.019, 0.088, -0.056], [-0.269, 0.033, -0.096], [0.086, -0.077, 0.011], [0.043, -0.016, -0.004], [0.097, -0.004, -0.017], [-0.025, -0.010, 0.039], [0.016, -0.008, 0.021], [0.003, -0.010, 0.032], [0.022, 0.000, -0.017], [0.072, 0.167, -0.077], [-0.233, 0.098, 0.174], [0.179, 0.225, -0.195], [-0.005, 0.132, 0.028], [-0.035, -0.053, 0.008], [-0.021, 0.039, 0.061], [-0.038, -0.007, 0.023], [-0.034, -0.023, 0.007], [-0.007, -0.034, 0.012], [0.035, -0.040, -0.029], [0.022, 0.004, -0.039], [0.137, 0.257, 0.124], [-0.138, 0.216, -0.235], [-0.025, -0.317, 0.105], [0.125, 0.227, 0.061], [0.083, -0.017, 0.059], [0.086, -0.247, 0.212], [0.168, -0.111, -0.050], [0.201, 0.043, 0.006], [-0.360, 0.057, 0.146], [-0.150, 0.106, 0.326], [0.025, -0.255, -0.136], [0.009, 0.117, -0.051], [-0.030, 0.073, 0.052], [-0.091, -0.018, 0.021], [-0.033, -0.012, -0.024], [-0.007, -0.018, -0.009], [0.019, 0.020, -0.071], [0.032, -0.088, -0.149], [0.233, 0.002, 0.152], [-0.171, -0.187, -0.093], [0.243, -0.309, -0.522], [0.044, -0.006, -0.018], [-0.086, -0.013, 0.204], [0.138, -0.045, 0.088], [0.013, 0.048, -0.085], [0.102, 0.093, -0.020], [0.091, 0.028, 0.081], [-0.074, 0.017, 0.004], [-0.008, 0.002, 0.054], [0.028, -0.009, -0.007], [-0.002, 0.013, -0.042], [0.049, 0.013, -0.044], [0.019, -0.042, -0.036], [-0.047, -0.015, 0.027], [-0.024, 0.045, 0.016], [-0.099, -0.061, -0.007], [-0.085, -0.054, -0.059], [-0.051, 0.091, -0.029], [-0.043, 0.031, -0.022], [0.067, 0.013, -0.010], [0.016, 0.035, -0.050], [-0.044, -0.001, 0.013], [-0.010, 0.037, 0.078], [0.015, -0.072, -0.001], [0.087, -0.054, 0.061], [0.026, -0.016, -0.015], [0.011, -0.070, 0.020], [0.034, 0.049, -0.073], [-0.056, 0.035, 0.034], [-0.187, -0.145, -0.032], [0.093, -0.042, 0.079], [0.081, -0.061, -0.030], [0.020, 0.037, -0.092], [-0.025, 0.095, -0.039], [-0.048, -0.011, 0.062], [0.247, 0.007, -0.137], [-0.187, 0.052, 0.083], [0.013, 0.021, -0.001], [0.000, -0.095, -0.040], [0.040, 0.046, 0.014], [0.005, -0.028, 0.019], [0.006, 0.005, 0.035], [0.061, -0.083, -0.110], [-0.123, 0.116, 0.018], [-0.007, -0.012, -0.020], [0.024, -0.043, 0.010], [0.059, 0.053, -0.040], [-0.015, 0.011, 0.004], [0.066, 0.051, -0.052], [-0.037, -0.011, -0.036], [0.049, -0.015, -0.073], [0.061, -0.050, 0.031], [-0.015, 0.000, 0.014], [-0.049, -0.001, 0.051], [-0.036, -0.041, 0.030], [-0.016, 0.007, -0.018]]
}



2.
{
  "formula": "C56H41AsF3O3P2RhS",
  "method": "the ωB97M-V functional and the def2-TZVPD basis",
  "lumo_energy_ev": [-7.93, -8.07],
  "multiplicity": 1,
  "total_charge": 2,
  "gap_ha": [0.184, 0.179],
  "elements": ["Rh", "O", "S", "C", "C", "C", "C", "C", "C", "P", "C", "C", "C", "C", "C", "C", "C", "C", "C", "C", "C", "C", "C", "C", "C", "C", "C", "C", "P", "C", "C", "C", "C", "C", "C", "C", "C", "C", "C", "C", "C", "H", "H", "H", "H", "H", "H", "H", "H", "H", "H", "H", "H", "H", "H", "H", "H", "H", "H", "H", "H", "H", "H", "H", "H", "H", "H", "H", "H", "C", "C", "C", "C", "C", "C", "As", "C", "C", "C", "C", "C", "C", "C", "C", "C", "C", "C", "C", "H", "H", "H", "H", "H", "H", "H", "H", "H", "H", "H", "H", "H", "F", "C", "F", "F", "C", "O", "O"],
  "coordinates": [[0.05408, -0.27043, 0.26340], [-0.28440, 2.87646, -0.97931], [0.28114, 2.04312, 0.05916], [2.03371, 2.38807, 0.23819], [2.43210, 3.68463, 0.53204], [3.77494, 3.93340, 0.75953], [4.69030, 2.88585, 0.71293], [4.28227, 1.60803, 0.36775], [2.93470, 1.34579, 0.11706], [2.34403, -0.11057, -0.78428], [2.08782, -1.73309, 0.03908], [1.60831, -2.65906, -0.90628], [1.46674, -3.98832, -0.56900], [1.76987, -4.41240, 0.72284], [2.25267, -3.51086, 1.65934], [2.42966, -2.17835, 1.31981], [3.88045, -0.58400, -1.66485], [4.83870, -1.34658, -0.99351], [6.03501, -1.65118, -1.62579], [6.27234, -1.21258, -2.92435], [5.31460, -0.46449, -3.59089], [4.11625, -0.14899, -2.96396], [-0.18440, 2.72431, 1.63803], [-0.65432, 4.02291, 1.69678], [-0.88154, 4.57623, 2.94915], [-0.61356, 3.84316, 4.10097], [-0.16427, 2.53172, 4.01601], [0.02492, 1.95714, 2.76369], [0.41817, 0.20746, 2.58505], [-0.94146, -0.66604, 3.39081], [-2.12530, -0.01815, 3.74494], [-3.13295, -0.72743, 4.37981], [-2.98490, -2.08440, 4.62786], [-1.83512, -2.74620, 4.21845], [-0.82263, -2.04628, 3.58629], [1.87777, 0.01668, 3.61616], [2.01320, -0.99402, 4.57107], [3.22094, -1.15034, 5.23478], [4.30142, -0.33056, 4.93327], [4.15929, 0.69566, 4.00606], [2.95202, 0.87403, 3.35351], [1.70504, 4.48579, 0.57641], [4.10788, 4.94151, 0.96798], [5.73705, 3.07347, 0.91828], [5.01270, 0.81518, 0.28716], [1.39122, -2.33248, -1.91892], [1.11048, -4.69594, -1.30634], [1.62531, -5.45032, 0.99739], [2.50375, -3.85064, 2.65740], [2.87922, -1.49561, 2.02786], [4.66346, -1.70359, 0.01344], [6.78006, -2.23297, -1.09763], [7.20836, -1.45251, -3.41177], [5.50000, -0.11778, -4.59939], [3.36743, 0.43348, -3.48936], [-0.82926, 4.57588, 0.78147], [-1.26415, 5.58671, 3.02557], [-0.77084, 4.29170, 5.07371], [0.01021, 1.94771, 4.91200], [-2.25037, 1.03961, 3.55569], [-4.03286, -0.21776, 4.69861], [-3.77405, -2.63109, 5.12847], [-1.73650, -3.81108, 4.38275], [0.04960, -2.57387, 3.22016], [1.18279, -1.63698, 4.81939], [3.31668, -1.91916, 5.99145], [5.25084, -0.48330, 5.43069], [4.98979, 1.35537, 3.78979], [2.83540, 1.68998, 2.65147], [-7.07906, -0.78113, 0.49013], [-6.45697, -0.71030, -0.74811], [-5.15061, -0.24923, -0.85840], [-4.47387, 0.12386, 0.28846], [-5.09284, 0.07908, 1.52964], [-6.39345, -0.39495, 1.63191], [-2.56292, 0.62184, 0.20814], [-2.24998, 0.68703, -1.67901], [-1.61033, -0.29038, -2.43106], [-1.48819, -0.11633, -3.80415], [-2.02792, 1.01645, -4.39879], [-2.62772, 2.01181, -3.63121], [-2.70690, 1.87162, -2.25509], [-3.19023, 2.88589, -1.29221], [-3.57557, 4.18493, -1.60510], [-3.95337, 5.06205, -0.59913], [-3.94821, 4.65666, 0.72979], [-3.58539, 3.35577, 1.05478], [-3.17375, 2.50288, 0.04780], [-8.10302, -1.12300, 0.56216], [-6.98723, -1.01234, -1.64246], [-4.67691, -0.20666, -1.82987], [-4.55932, 0.38995, 2.41764], [-6.87004, -0.45761, 2.60288], [-1.26203, -1.20675, -1.96214], [-1.00118, -0.86957, -4.40958], [-1.97504, 1.13149, -5.47392], [-3.02160, 2.89561, -4.11867], [-3.59682, 4.51161, -2.63809], [-4.27518, 6.06372, -0.85080], [-4.23533, 5.35032, 1.51026], [-3.61350, 3.02724, 2.08726], [-2.77520, -4.16860, 1.82633], [-2.28361, -4.01216, 0.58958], [-3.20534, -4.38559, -0.28010], [-1.22708, -4.82661, 0.46208], [-1.87894, -2.53196, 0.36592], [-2.72541, -1.79971, -0.11397], [-0.68238, -2.24712, 0.69859]],
  "forces_ev_per_a": [[-2.530, 1.683, 1.660], [-0.068, -0.257, -0.344], [1.304, 0.002, 0.597], [-0.093, 0.093, -0.011], [-0.049, 0.074, -0.001], [-0.026, -0.011, -0.001], [0.055, -0.015, -0.011], [0.008, 0.043, 0.134], [0.211, -0.152, 0.123], [0.816, -0.726, -0.922], [0.054, 0.090, 0.446], [0.064, -0.246, 0.082], [0.156, 0.038, -0.093], [-0.012, -0.017, 0.046], [-0.020, -0.086, 0.048], [0.138, 0.129, -0.091], [-0.125, 0.023, -0.184], [0.078, 0.026, -0.288], [-0.046, 0.000, 0.080], [0.014, 0.023, 0.060], [0.033, 0.038, -0.041], [-0.078, 0.068, 0.028], [-0.346, 0.007, -0.143], [0.109, 0.090, -0.044], [0.062, 0.015, 0.001], [-0.007, 0.005, 0.025], [0.051, 0.041, 0.060], [0.007, -0.100, -0.131], [-1.250, -0.228, -0.121], [-0.001, -0.277, -0.180], [0.167, -0.024, 0.160], [0.004, -0.013, 0.048], [-0.005, -0.022, 0.011], [-0.039, 0.002, 0.053], [0.020, 0.078, 0.008], [0.317, -0.217, -0.406], [0.034, 0.064, 0.046], [-0.037, -0.019, 0.021], [-0.024, 0.022, -0.029], [0.009, -0.007, 0.011], [-0.066, 0.068, 0.085], [0.064, 0.000, 0.010], [-0.009, -0.022, 0.036], [-0.032, 0.016, -0.036], [0.000, 0.026, -0.072], [-0.112, 0.021, 0.025], [0.012, 0.006, 0.031], [0.018, 0.049, -0.029], [0.044, 0.017, -0.034], [-0.030, -0.024, -0.024], [-0.019, -0.037, 0.003], [0.001, 0.003, -0.058], [-0.030, -0.012, 0.000], [-0.017, -0.040, 0.014], [0.025, -0.005, 0.027], [-0.061, -0.006, 0.046], [0.041, -0.037, 0.005], [-0.014, -0.025, -0.028], [-0.001, 0.042, 0.008], [-0.028, 0.053, 0.035], [-0.004, 0.007, -0.038], [0.028, 0.018, -0.015], [0.011, 0.027, -0.029], [-0.026, -0.020, 0.029], [0.036, -0.015, 0.000], [0.004, 0.024, -0.043], [-0.039, 0.028, 0.015], [-0.020, 0.002, 0.026], [0.042, -0.020, 0.039], [-0.005, -0.021, 0.001], [-0.005, 0.257, -0.049], [0.060, -0.203, -0.164], [0.313, -0.575, 0.834], [0.049, -0.128, -0.011], [-0.039, 0.204, 0.030], [-0.903, 0.352, -1.335], [0.159, -0.286, -0.044], [-0.080, 0.000, 0.101], [0.047, 0.075, -0.053], [0.001, 0.011, 0.024], [0.042, 0.036, -0.145], [0.043, 0.167, 0.097], [0.182, 0.066, -0.124], [-0.252, -0.112, -0.160], [0.025, 0.009, 0.028], [-0.204, -0.099, 0.029], [0.076, 0.054, 0.027], [0.898, -0.034, 0.463], [0.045, -0.083, 0.009], [0.003, 0.037, 0.024], [0.034, -0.104, 0.010], [-0.027, -0.057, 0.029], [-0.003, 0.054, -0.048], [-0.091, -0.056, -0.077], [-0.022, 0.006, 0.004], [0.005, 0.017, 0.031], [0.034, -0.029, 0.020], [0.004, 0.002, 0.045], [0.088, 0.021, -0.019], [-0.082, -0.039, -0.025], [0.083, 0.038, 0.027], [-0.026, 0.027, 0.023], [0.203, -0.135, 0.100], [-0.082, -0.009, -0.084], [-0.073, 0.003, 0.033], [0.400, -0.320, 0.011], [0.072, 0.023, -0.090], [0.258, 0.446, -0.307]]
}



What ΔE to the lowest compared entry with this formula, charge and spin values result from the calculations? In sequence: 0.0; 56.1 kcal/mol.
What molecular weight values result from the calculations? In sequence: 1270.910; 1090.778 Da.